w:
ORCA calculation (wB97M-V/def2-TZVPD) on C22H30N4O4 in the gas phase.

Its HOMO-LUMO gap is 9.346 eV. Its structure (SMILES) is COCCC(=O)N1CCC(Oc2ccc(C(=O)NCCc3cnn(C)c3)cc2)CC1. The HOMO energy is -8.809 eV. The value obtained for the molecular weight is 414.51 g/mol. The value obtained for the LUMO energy is 0.54 eV.

Geometry (Å):
C (-7.752, -2.354, -1.828)
O (-7.185, -1.091, -2.057)
C (-6.678, -0.493, -0.887)
C (-6.185, 0.910, -1.239)
C (-5.538, 1.579, -0.037)
O (-6.180, 2.326, 0.679)
N (-4.229, 1.327, 0.201)
C (-3.366, 0.390, -0.475)
C (-2.949, -0.736, 0.478)
C (-2.262, -0.152, 1.721)
O (-1.053, 0.508, 1.382)
C (0.075, -0.205, 1.134)
C (1.192, 0.559, 0.780)
C (2.405, -0.041, 0.523)
C (2.538, -1.426, 0.604)
C (3.810, -2.145, 0.304)
O (3.828, -3.266, -0.167)
N (4.935, -1.468, 0.638)
C (6.255, -1.919, 0.270)
C (6.755, -1.205, -0.999)
C (6.689, 0.276, -0.835)
C (7.530, 1.106, -0.072)
N (7.130, 2.362, -0.121)
N (6.048, 2.377, -0.891)
C (5.363, 3.606, -1.166)
C (5.742, 1.143, -1.342)
C (1.420, -2.183, 0.932)
C (0.202, -1.589, 1.204)
C (-3.175, 0.895, 2.367)
C (-3.584, 1.949, 1.341)
H (-8.593, -2.292, -1.126)
H (-7.011, -3.057, -1.426)
H (-8.109, -2.714, -2.790)
H (-7.462, -0.428, -0.118)
H (-5.859, -1.110, -0.480)
H (-7.048, 1.514, -1.518)
H (-5.515, 0.858, -2.096)
H (-3.852, -0.033, -1.351)
H (-2.464, 0.924, -0.800)
H (-2.273, -1.413, -0.046)
H (-3.827, -1.298, 0.800)
H (-2.058, -0.950, 2.449)
H (1.075, 1.629, 0.717)
H (3.241, 0.578, 0.230)
H (4.860, -0.526, 0.985)
H (6.938, -1.726, 1.102)
H (6.190, -2.994, 0.091)
H (6.129, -1.505, -1.841)
H (7.782, -1.519, -1.196)
H (8.399, 0.836, 0.494)
H (5.395, 3.836, -2.233)
H (5.867, 4.396, -0.613)
H (4.320, 3.548, -0.848)
H (4.903, 0.966, -1.986)
H (1.522, -3.256, 0.972)
H (-0.636, -2.217, 1.466)
H (-2.648, 1.375, 3.191)
H (-4.063, 0.397, 2.758)
H (-4.290, 2.657, 1.777)
H (-2.694, 2.483, 0.995)

---

x:
ORCA calculation (wB97M-V/def2-TZVPD) on C22H30N4O4 in the gas phase.

Its HOMO-LUMO gap is 9.691 eV. Its structure (SMILES) is CCN(CC)C(=O)c1[nH]cnc1C(=O)N[C@@H](Cc1ccccc1)C(=O)OC(C)(C)C. The HOMO energy is -9.050 eV. The value obtained for the molecular weight is 414.51 g/mol. The value obtained for the LUMO energy is 0.64 eV.

Geometry (Å):
C (-3.129, -4.242, -1.734)
C (-4.147, -3.117, -1.893)
N (-3.502, -1.822, -2.016)
C (-2.585, -1.622, -3.117)
C (-3.258, -1.844, -4.470)
C (-3.746, -0.907, -1.063)
O (-4.645, -1.007, -0.237)
C (-2.887, 0.304, -1.005)
N (-3.449, 1.538, -0.841)
C (-2.444, 2.416, -0.619)
N (-1.284, 1.829, -0.613)
C (-1.526, 0.502, -0.840)
C (-0.435, -0.488, -0.798)
O (-0.596, -1.688, -0.948)
N (0.766, 0.095, -0.595)
C (1.955, -0.658, -0.312)
C (3.198, 0.015, -0.926)
C (3.443, 1.349, -0.278)
C (2.793, 2.491, -0.733)
C (2.969, 3.704, -0.091)
C (3.802, 3.793, 1.011)
C (4.465, 2.664, 1.462)
C (4.285, 1.450, 0.823)
C (2.180, -0.832, 1.199)
O (3.042, -1.540, 1.651)
O (1.318, -0.097, 1.876)
C (1.276, -0.092, 3.326)
C (2.599, 0.424, 3.888)
C (0.963, -1.496, 3.840)
C (0.136, 0.873, 3.650)
H (-2.375, -3.953, -1.006)
H (-2.632, -4.465, -2.675)
H (-3.629, -5.142, -1.388)
H (-4.790, -3.296, -2.760)
H (-4.779, -3.057, -1.004)
H (-1.727, -2.289, -3.002)
H (-2.217, -0.596, -3.069)
H (-2.579, -1.537, -5.262)
H (-3.507, -2.890, -4.625)
H (-4.168, -1.253, -4.546)
H (-4.442, 1.711, -0.835)
H (-2.598, 3.467, -0.475)
H (0.754, 1.077, -0.353)
H (1.819, -1.659, -0.738)
H (4.052, -0.644, -0.766)
H (3.034, 0.133, -1.999)
H (2.152, 2.433, -1.601)
H (2.455, 4.582, -0.453)
H (3.939, 4.740, 1.513)
H (5.124, 2.729, 2.316)
H (4.799, 0.571, 1.181)
H (3.404, -0.266, 3.652)
H (2.523, 0.522, 4.967)
H (2.832, 1.396, 3.458)
H (0.050, -1.865, 3.378)
H (0.829, -1.470, 4.918)
H (1.776, -2.176, 3.601)
H (0.004, 0.949, 4.725)
H (-0.788, 0.518, 3.201)
H (0.358, 1.858, 3.246)

---

Which of them is most stable? Easy: x.

---

w:
ORCA calculation (wB97M-V/def2-TZVPD) on 9 unconnected molecules or ions with the total composition C8H34O9.

Its HOMO-LUMO gap is 9.636 eV. Its structure (SMILES) is CCO.CCO.CCO.CCO.O.O.O.O.O. The HOMO energy is -9.920 eV. The value obtained for the molecular weight is 274.35 g/mol. The value obtained for the LUMO energy is -0.28 eV.

Geometry (Å):
C (1.769, -0.767, -4.780)
C (0.448, -0.165, -4.165)
O (0.261, -0.687, -2.900)
H (1.726, -0.722, -5.868)
H (2.019, -1.790, -4.499)
H (2.610, -0.137, -4.490)
H (-0.331, -0.570, -4.811)
H (0.435, 0.921, -4.247)
H (-0.362, -0.128, -2.429)
C (-2.549, 0.984, 1.000)
C (-3.770, 0.093, 1.294)
O (-5.003, 0.396, 0.728)
H (-2.274, 0.851, -0.046)
H (-1.682, 0.668, 1.581)
H (-2.962, 1.982, 1.148)
H (-3.943, 0.079, 2.371)
H (-3.722, -0.944, 0.962)
H (-5.588, -0.307, 1.022)
C (-1.184, -3.040, 0.792)
C (-1.626, -4.166, 1.596)
O (-2.418, -3.729, 2.672)
H (-1.985, -2.416, 0.395)
H (-0.671, -3.429, -0.087)
H (-0.406, -2.428, 1.249)
H (-0.782, -4.717, 2.011)
H (-2.149, -4.823, 0.902)
H (-2.712, -4.495, 3.170)
C (1.450, 3.864, 2.410)
C (0.169, 3.057, 2.195)
O (-0.885, 3.677, 2.942)
H (1.284, 4.913, 2.168)
H (2.173, 3.658, 1.621)
H (1.906, 3.790, 3.398)
H (0.307, 2.043, 2.571)
H (-0.183, 3.004, 1.165)
H (-1.702, 3.172, 2.926)
O (1.839, 1.731, -1.363)
H (0.935, 1.952, -1.585)
H (2.261, 2.576, -1.209)
O (2.412, -1.648, -1.339)
H (1.625, -1.427, -1.839)
H (3.120, -1.195, -1.796)
O (2.020, -0.454, 3.027)
H (1.414, -0.996, 3.532)
H (1.651, -0.442, 2.143)
O (4.078, 0.444, -2.055)
H (3.321, 0.910, -1.699)
H (4.624, 1.131, -2.438)
O (0.782, -0.053, 0.534)
H (1.432, 0.567, 0.202)
H (0.816, -0.788, -0.080)

---

x:
ORCA calculation (wB97M-V/def2-TZVPD) on 9 unconnected molecules or ions with the total composition C8H34O9.

Its HOMO-LUMO gap is 10.030 eV. Its structure (SMILES) is CO.CO.CO.CO.CO.CO.CO.CO.O. The HOMO energy is -9.942 eV. The value obtained for the molecular weight is 274.35 g/mol. The value obtained for the LUMO energy is 0.09 eV.

Geometry (Å):
C (12.895, 7.660, 11.995)
O (11.590, 7.767, 11.545)
H (13.059, 8.172, 12.943)
H (13.200, 6.636, 12.213)
H (13.600, 8.077, 11.275)
H (11.407, 8.690, 11.358)
C (9.739, 4.917, 5.731)
O (10.127, 6.126, 5.192)
H (8.840, 4.517, 5.262)
H (10.490, 4.149, 5.549)
H (9.618, 4.915, 6.814)
H (9.713, 6.145, 4.326)
C (5.896, 9.879, 9.814)
O (4.945, 10.959, 9.989)
H (6.380, 10.076, 8.857)
H (6.792, 9.953, 10.430)
H (5.407, 8.922, 9.995)
H (4.533, 10.803, 10.842)
C (9.170, 10.109, 7.406)
O (9.295, 10.135, 8.809)
H (10.084, 9.811, 6.892)
H (8.402, 9.452, 6.995)
H (9.014, 11.135, 7.072)
H (9.804, 10.888, 9.119)
C (12.726, 5.308, 8.661)
O (12.701, 3.946, 8.150)
H (11.859, 5.924, 8.422)
H (12.907, 5.165, 9.726)
H (13.545, 5.933, 8.303)
H (12.806, 3.945, 7.195)
C (7.457, 4.918, 11.643)
O (8.732, 4.417, 11.292)
H (6.705, 4.244, 11.233)
H (7.367, 4.903, 12.729)
H (7.263, 5.920, 11.258)
H (8.643, 3.712, 10.647)
C (6.318, 4.391, 7.820)
O (5.978, 5.674, 8.430)
H (6.897, 3.748, 8.484)
H (5.420, 3.816, 7.595)
H (6.804, 4.550, 6.857)
H (6.688, 6.314, 8.522)
C (9.420, 6.727, 9.055)
O (8.198, 7.274, 8.763)
H (9.485, 6.763, 10.142)
H (9.464, 5.668, 8.803)
H (10.242, 7.340, 8.685)
H (8.367, 8.216, 8.682)
O (10.688, 5.656, 12.977)
H (9.930, 5.284, 12.527)
H (10.974, 6.374, 12.412)

---

Which of them is most stable? Easy: w.